C33H84Cl6O9 | ωB97M-V with the def2-TZVPD basis set

The value obtained for the HOMO-LUMO gap is 9.3 eV. The spin multiplicity is 1. The calculation puts the HOMO energy at -9.066 eV. The total energy is -4745.99529 Ha.

XYZ file:
```
132
C33H84Cl6O9 ωB97M-V with the def2-TZVPD basis set
C 2.9720 -2.7683 -3.9560
C 2.7338 -4.0883 -3.1955
C 1.8723 -3.8834 -1.9525
O 2.1214 -5.0097 -4.1046
H 3.4305 -2.9293 -4.9297
H 3.6190 -2.1750 -3.3058
H 2.0617 -2.1724 -4.0444
H 3.6653 -4.5362 -2.8476
H 1.7319 -4.7993 -1.3794
H 0.9617 -3.3794 -2.2796
H 2.4240 -3.2483 -1.2557
H 1.4133 -4.4686 -4.4701
C 2.2849 -4.5326 3.7433
C 2.0868 -3.0218 4.0628
C 2.7726 -2.1515 2.9829
O 0.6812 -2.8259 4.0140
H 3.2979 -4.8618 3.9758
H 1.9882 -4.7741 2.7237
H 1.6373 -5.0885 4.4228
H 2.5319 -2.7788 5.0297
H 2.4651 -1.1068 3.0289
H 2.6822 -2.5581 1.9745
H 3.8579 -2.1570 3.1140
H 0.5620 -1.8709 4.1383
C -2.7146 -3.0623 3.2266
C -2.0219 -4.3769 2.7520
C -1.2398 -4.0636 1.5090
O -1.1686 -4.8744 3.7778
H -2.0429 -2.2018 3.2226
H -3.0965 -3.1519 4.2432
H -3.5100 -2.8108 2.5228
H -2.7726 -5.1625 2.6691
H -0.5129 -3.2628 1.6558
H -1.8608 -3.7664 0.6613
H -0.6308 -4.8795 1.1150
H -0.4240 -4.2754 3.9161
C -1.6120 3.9848 -1.8431
C -2.5472 3.8937 -3.0253
C -1.8307 3.7537 -4.4107
O -3.2781 2.7108 -2.7994
H -2.1324 4.0658 -0.8885
H -1.1288 4.9526 -2.0068
H -0.8016 3.2687 -1.7119
H -3.1131 4.8272 -3.0378
H -0.9091 3.1682 -4.3966
H -1.5668 4.7272 -4.8267
H -2.3816 3.2135 -5.1827
H -4.1029 2.8178 -3.2852
C 1.6850 0.4011 5.7532
C 0.5891 0.9233 4.7958
C 1.2108 1.9745 3.8306
O 0.1289 -0.1846 4.0825
H 1.4830 -0.5811 6.1849
H 1.7449 1.1057 6.5851
H 2.7170 0.2687 5.4239
H -0.2880 1.2431 5.3619
H 0.4000 2.5174 3.3375
H 1.8205 1.6061 3.0059
H 1.7483 2.7645 4.3565
H -0.3996 0.1201 3.3364
C -0.4548 -1.1488 -0.2863
C 0.0012 -0.0399 0.6672
C 0.7393 1.1224 -0.0049
O -1.1304 0.4657 1.3684
H 0.4181 -1.6887 -0.6550
H -0.9772 -0.6826 -1.1227
H -1.1215 -1.8434 0.2229
H 0.6884 -0.3915 1.4398
H 0.8754 1.9597 0.6774
H 0.1848 1.4138 -0.8990
H 1.7100 0.7365 -0.3250
H -1.7452 0.5396 0.6274
C -4.5203 -0.8740 0.7362
C -4.2175 -0.3730 -0.7112
C -5.4601 0.1079 -1.4740
O -3.3737 0.7610 -0.5328
H -5.1661 -1.7469 0.6132
H -5.1126 -0.2543 1.4097
H -3.5633 -1.1256 1.1927
H -3.7313 -1.1618 -1.2871
H -5.6658 1.1576 -1.2712
H -6.3249 -0.5314 -1.2978
H -5.1836 -0.0808 -2.5133
H -3.6845 1.4745 -1.0975
C -1.0688 -0.7399 -3.8553
C -0.4006 0.1025 -4.9193
C 0.8637 0.8075 -4.4721
O -0.0632 -0.8638 -5.8991
H -0.3687 -1.4173 -3.3639
H -1.8820 -1.2843 -4.3330
H -1.4200 -0.0954 -3.0464
H -1.1086 0.8068 -5.3627
H 0.5837 1.4633 -3.6462
H 1.3823 1.3459 -5.2663
H 1.5829 0.0687 -4.1126
H 0.6864 -0.5670 -6.4219
C 3.6226 6.2379 2.7124
C 4.1125 4.9467 2.1116
C 3.0321 4.2877 1.2333
O 5.1739 5.2955 1.2474
H 2.8058 6.1405 3.4316
H 3.2803 6.9760 1.9878
H 4.3977 6.6921 3.3347
H 4.5025 4.2101 2.8170
H 2.0240 4.5805 1.5316
H 3.0258 3.1975 1.2731
H 3.1195 4.5643 0.1826
H 5.7671 5.8501 1.7622
Cl -3.2640 -3.4152 -2.8878
C -1.5247 -3.7542 -2.8687
C -1.2311 -5.2552 -2.7817
Cl -1.8873 -5.9887 -1.3048
H -1.1000 -3.1510 -2.0675
H -1.1414 -3.4069 -3.8282
H -0.1463 -5.3461 -2.8287
H -1.6914 -5.6750 -3.6749
Cl -4.5137 1.2191 3.9431
C -3.7301 2.3627 2.7990
C -2.6265 3.1327 3.5380
Cl -1.7251 4.2513 2.5002
H -4.5907 2.9558 2.4920
H -3.4116 1.8147 1.9137
H -1.9324 2.3769 3.9072
H -2.9886 3.6128 4.4457
Cl 4.4270 3.1151 -4.8586
C 4.0950 2.3673 -3.2526
C 3.3954 3.3546 -2.3023
Cl 1.9592 4.1622 -3.0083
H 5.0113 1.9805 -2.8098
H 3.4298 1.5199 -3.4131
H 4.0439 4.1600 -1.9651
H 3.0129 2.7359 -1.4911
```

Mulliken atomic charge list, values in e, 6 entries: number 1, C, carries -0.83; number 2, C, carries 0.07; number 3, C, carries -0.38; number 4, O, carries -0.65; number 5, H, carries 0.39; number 6, H, carries 0.39

C31H28IN6O3S5Ti | ωB97M-V with the def2-TZVPD basis set

The value obtained for the HOMO-LUMO gap is 6.7 eV. The spin multiplicity is 1. The calculation puts the HOMO energy at -9.941 eV. Its total charge is +1. The total energy is -4890.46655 Ha.

XYZ file:
```
75
C31H28IN6O3S5Ti ωB97M-V with the def2-TZVPD basis set
Ti -1.0404 0.4387 -0.0337
S -1.4261 2.2725 -1.8164
C 0.1758 2.5031 -2.5014
C 0.6645 3.7556 -2.8607
C 1.9060 3.8730 -3.4716
C 2.6794 2.7501 -3.7335
C 2.2157 1.4929 -3.3683
C 0.9808 1.3898 -2.7484
S 0.2061 -0.1184 -2.2711
C 1.5410 -1.2248 -1.7916
C 0.8227 -2.4087 -1.1930
C 1.3622 -3.6840 -1.2529
C 0.6373 -4.7343 -0.7189
C -0.5890 -4.4727 -0.1315
C -1.0440 -3.1651 -0.0882
C -2.3421 -2.8255 0.5845
S -2.1289 -1.3493 1.6197
C -3.7925 -0.7443 1.6733
C -4.8857 -1.5717 1.8882
C -6.1506 -1.0179 2.0217
C -6.3091 0.3604 1.9750
C -5.2126 1.1841 1.7705
C -3.9430 0.6372 1.5999
S -2.5538 1.6886 1.3015
N -0.3589 -2.1572 -0.6270
H 0.0647 4.6330 -2.6599
H 2.2714 4.8531 -3.7483
H 3.6402 2.8471 -4.2208
H 2.8119 0.6118 -3.5675
H 2.1835 -0.7312 -1.0590
H 2.1285 -1.5235 -2.6577
H 2.3239 -3.8441 -1.7206
H 1.0233 -5.7442 -0.7582
H -1.1815 -5.2658 0.3039
H -2.6774 -3.6556 1.2030
H -3.1091 -2.5906 -0.1533
H -4.7562 -2.6436 1.9626
H -7.0049 -1.6617 2.1794
H -7.2909 0.7969 2.1004
H -5.3311 2.2602 1.7363
N 6.4700 3.3472 0.5634
C 5.1997 2.9111 0.7853
C 4.2726 2.8445 -0.2653
C 2.9909 2.3929 -0.0396
C 2.6220 1.9856 1.2378
C 3.5208 2.0676 2.3010
C 4.7965 2.5218 2.0749
S 1.0101 1.4448 1.5631
O 0.1279 2.0161 0.4841
O 0.6638 1.7709 2.9065
N 0.6707 -0.0944 1.1698
C 1.1824 -1.0800 2.0105
N 0.5576 -2.2499 2.0683
C 1.0892 -3.1735 2.8624
C 2.2277 -2.9544 3.6109
C 2.7954 -1.6977 3.4834
N 2.2884 -0.7667 2.6898
H 6.7232 3.7390 -0.3243
H 7.0896 3.5130 1.3345
H 4.5577 3.1729 -1.2566
H 2.2700 2.3870 -0.8419
H 3.2038 1.7776 3.2910
H 5.4984 2.5921 2.8963
H 0.5666 -4.1243 2.8985
H 2.6445 -3.7102 4.2586
H 3.6880 -1.4208 4.0339
N -4.2600 1.0955 -1.5722
C -3.5115 0.0530 -1.8455
O -2.5869 -0.3319 -1.0855
C -3.7720 -0.7049 -3.1059
I -4.9479 -2.4260 -2.6388
H -4.0409 1.6513 -0.7499
H -4.9686 1.4143 -2.2109
H -2.8302 -1.0558 -3.5162
H -4.3203 -0.1216 -3.8378
```

Mulliken atomic charge list, values in e, 6 entries: number 1, Ti, carries -0.06; number 2, S, carries -0.60; number 3, C, carries 0.71; number 4, C, carries -0.62; number 5, C, carries -0.66; number 6, C, carries -0.82